No. 1
Formula: C3H3Cl2NO2
Source: OMol25
Level of theory: the ωB97M-V functional and the def2-TZVPD basis

Structure (ORCA input):
```
! wB97M-V def2-TZVPD RIJCOSX def2/J DEFGRID3
* xyz 0 1
Cl 3.685 0.352 -0.364
Cl 1.199 -2.364 0.131
O -0.111 1.293 -0.803
O 1.880 1.377 1.278
N -0.808 -0.717 0.916
C 0.229 -0.831 0.237
C 0.808 0.316 -0.625
C 2.085 0.808 0.249
H -1.189 -1.565 1.393
H -0.485 1.496 0.099
H 1.119 -0.069 -1.716
*
```

SMILES ... [H]/N=C(\Cl)[C@@H](O)C(=O)Cl
HOMO-LUMO gap ... 10.8 eV
HOMO ... -10.6 eV
Relative energy (zero: lowest compared OMol25 entry of this formula, charge and spin) ... 0.0000 eV


No. 2
Formula: C3H3ClF2
Source: OMol25
Level of theory: the ωB97M-V functional and the def2-TZVPD basis

Structure (ORCA input):
```
! wB97M-V def2-TZVPD RIJCOSX def2/J DEFGRID3
* xyz 0 1
Cl 1.598 0.245 1.433
F -1.075 0.001 1.874
F -0.517 1.698 0.864
C 0.452 -0.902 -1.003
C -0.376 0.012 -0.393
C -0.128 0.429 0.999
H -0.080 -0.459 -2.313
H -1.345 0.517 -0.983
H 1.472 -1.541 -0.478
*
```

HOMO-LUMO gap ... 10.9 eV
HOMO ... -10.4 eV
Relative energy (zero: lowest compared OMol25 entry of this formula, charge and spin) ... 4.0673 eV


No. 3
Formula: C3H3ClF2
Source: OMol25
Level of theory: the ωB97M-V functional and the def2-TZVPD basis

Structure (ORCA input):
```
! wB97M-V def2-TZVPD RIJCOSX def2/J DEFGRID3
* xyz 0 1
Cl -0.910 -0.844 0.546
F -3.532 1.086 0.367
F -3.419 -0.595 -1.005
C -3.211 -0.195 0.255
C 1.323 -0.779 -1.106
C 0.830 -0.975 0.076
H 2.424 -0.736 -1.096
H 0.666 -0.524 -1.924
H -3.479 -0.964 1.075
*
```

HOMO-LUMO gap (alpha / beta) ... 7.4 / 9.5 eV
HOMO (alpha / beta) ... -8.5 / -9.5 eV
Relative energy (zero: lowest compared OMol25 entry of this formula, charge and spin) ... 5.1540 eV


No. 4
Formula: C3H3ClFN
Source: OMol25
Level of theory: the ωB97M-V functional and the def2-TZVPD basis

Structure (ORCA input):
```
! wB97M-V def2-TZVPD RIJCOSX def2/J DEFGRID3
* xyz 0 1
Cl 0.502 -1.335 1.142
F -2.203 -2.318 -0.840
N 1.006 1.524 -0.616
C -0.292 -1.023 -0.233
C -1.440 -1.196 -0.903
C 1.279 1.614 0.550
H 0.861 1.009 1.436
H 1.997 2.193 1.116
H -1.710 -0.466 -1.652
*
```

HOMO-LUMO gap (alpha / beta) ... 8.6 / 8.9 eV
HOMO (alpha / beta) ... -9.2 / -9.5 eV
Relative energy (zero: lowest compared OMol25 entry of this formula, charge and spin) ... 5.5552 eV


No. 5
Formula: C3H3ClFN
Source: OMol25
Level of theory: the ωB97M-V functional and the def2-TZVPD basis

Structure (ORCA input):
```
! wB97M-V def2-TZVPD RIJCOSX def2/J DEFGRID3
* xyz 0 3
Cl -0.037 -1.952 -1.681
F 2.265 -0.149 -1.421
N -0.983 -0.602 0.458
C 1.172 0.107 -0.599
C -1.215 0.470 1.080
C 0.109 -0.725 -0.609
H -0.796 1.425 0.776
H -1.861 0.459 1.845
H 1.346 0.966 0.150
*
```

HOMO-LUMO gap (alpha / beta) ... 6.8 / 7.5 eV
HOMO (alpha / beta) ... -5.9 / -10.2 eV
⟨S²⟩ ... 2.0154
Relative energy (zero: lowest compared OMol25 entry of this formula, charge and spin) ... 0.0000 eV


No. 6
Formula: C3H3ClFN3
Source: OMol25
Level of theory: the ωB97M-V functional and the def2-TZVPD basis

Structure (ORCA input):
```
! wB97M-V def2-TZVPD RIJCOSX def2/J DEFGRID3
* xyz 0 1
Cl 2.254 -0.735 0.031
F 0.885 2.020 -0.043
N -0.637 -1.168 0.094
N -1.147 0.997 0.131
N -2.965 -0.684 -0.110
C 0.153 0.861 -0.131
C -1.782 -0.320 0.029
C 0.488 -0.475 -0.093
H -0.867 -2.233 -0.204
H -1.753 1.974 0.235
H -3.577 0.170 0.196
*
```

SMILES ... [H]/N=c1\[nH]c(F)c(Cl)[nH]1
HOMO-LUMO gap ... 8.2 eV
HOMO ... -7.6 eV
Relative energy (zero: lowest compared OMol25 entry of this formula, charge and spin) ... 1.6121 eV


No. 7
Formula: C3H3ClN2O2S
Source: OMol25
Level of theory: the ωB97M-V functional and the def2-TZVPD basis

Structure (ORCA input):
```
! wB97M-V def2-TZVPD RIJCOSX def2/J DEFGRID3
* xyz 0 1
Cl 1.978 0.957 -1.832
S -1.774 -0.321 -0.290
O 2.184 -2.254 1.081
O 0.141 -1.702 1.772
N 0.033 1.658 -0.249
N 1.044 -1.782 0.941
C 0.468 0.722 -1.053
C -1.069 1.359 0.451
C -0.309 -0.466 -1.105
H -0.831 0.901 1.533
H -1.746 2.151 0.466
H -0.118 -1.222 -1.716
*
```

HOMO-LUMO gap (alpha / beta) ... 9.0 / 5.6 eV
HOMO (alpha / beta) ... -10.2 / -7.8 eV
Relative energy (zero: lowest compared OMol25 entry of this formula, charge and spin) ... 1.6192 eV


No. 8
Formula: C3H3ClN2O2S
Source: OMol25
Level of theory: the ωB97M-V functional and the def2-TZVPD basis

Structure (ORCA input):
```
! wB97M-V def2-TZVPD RIJCOSX def2/J DEFGRID3
* xyz 0 3
Cl 2.421 1.679 -0.366
S -1.295 -0.836 0.835
O -1.229 2.397 1.226
O -2.081 0.404 -1.499
N 1.302 -0.495 0.046
N -1.616 0.635 -0.382
C 0.272 -1.479 0.060
C 1.420 0.370 -0.946
C -1.648 1.519 0.530
H 0.128 -1.462 -1.016
H 1.920 -0.309 0.954
H 0.405 -2.423 0.558
*
```

HOMO-LUMO gap (alpha / beta) ... 7.2 / 5.7 eV
HOMO (alpha / beta) ... -7.0 / -9.4 eV
⟨S²⟩ ... 2.0135


No. 9
Formula: C3H3ClNO
Source: OMol25
Level of theory: the ωB97M-V functional and the def2-TZVPD basis

Structure (ORCA input):
```
! wB97M-V def2-TZVPD RIJCOSX def2/J DEFGRID3
* xyz 1 1
Cl -2.124 1.894 0.688
O -2.263 -0.719 -1.352
N -1.279 -0.259 -0.897
C -1.043 0.688 0.335
C 0.339 0.578 0.000
C 0.045 -0.267 -1.135
H 1.188 1.070 0.507
H 0.665 -0.755 -1.787
H -0.437 -0.366 2.023
*
```

HOMO-LUMO gap (alpha / beta) ... 8.0 / 7.4 eV
HOMO (alpha / beta) ... -15.3 / -14.7 eV
Relative energy (zero: lowest compared OMol25 entry of this formula, charge and spin) ... 5.7142 eV


No. 10
Formula: C3H3ClNO
Source: OMol25
Level of theory: the ωB97M-V functional and the def2-TZVPD basis

Structure (ORCA input):
```
! wB97M-V def2-TZVPD RIJCOSX def2/J DEFGRID3
* xyz 1 1
Cl -3.645 -0.847 -0.066
O -1.160 1.834 -0.013
N -2.287 1.367 0.117
C -0.840 -0.318 0.021
C -0.105 0.954 -0.112
C -2.171 -0.021 0.065
H 0.615 0.598 -0.819
H -0.209 -1.154 0.289
H 0.545 1.344 0.717
*
```

HOMO-LUMO gap ... 8.4 eV
HOMO ... -15.9 eV
Relative energy (zero: lowest compared OMol25 entry of this formula, charge and spin) ... 2.2158 eV


No. 11
Formula: C3H3ClO
Source: OMol25
Level of theory: the ωB97M-V functional and the def2-TZVPD basis

Structure (ORCA input):
```
! wB97M-V def2-TZVPD RIJCOSX def2/J DEFGRID3
* xyz 0 1
Cl -1.050 1.893 -0.429
O 1.081 1.181 0.798
C -0.147 -0.664 0.025
C 1.044 -0.058 0.480
C -0.909 0.269 -0.549
H 2.077 -0.668 0.777
H -0.361 -1.859 0.238
H -1.734 -0.094 -1.339
*
```

SMILES ... O=C/C=C\Cl
HOMO-LUMO gap ... 9.1 eV
HOMO ... -9.3 eV
Relative energy (zero: lowest compared OMol25 entry of this formula, charge and spin) ... 2.0540 eV


No. 12
Formula: C3H3ClO
Source: OMol25
Level of theory: the ωB97M-V functional and the def2-TZVPD basis

Structure (ORCA input):
```
! wB97M-V def2-TZVPD RIJCOSX def2/J DEFGRID3
* xyz 0 1
Cl -0.955 -1.708 -0.233
O 1.757 1.368 -0.709
C 2.835 0.681 -0.676
C -0.434 -0.134 0.243
C 1.132 0.051 -0.530
H -0.566 0.110 1.224
H -0.867 0.740 -0.192
H 0.745 -0.289 -1.511
*
```

HOMO-LUMO gap ... 9.6 eV
HOMO ... -9.4 eV
Relative energy (zero: lowest compared OMol25 entry of this formula, charge and spin) ... 5.0395 eV


No. 13
Formula: C3H3ClO
Source: OMol25
Level of theory: the ωB97M-V functional and the def2-TZVPD basis

Structure (ORCA input):
```
! wB97M-V def2-TZVPD RIJCOSX def2/J DEFGRID3
* xyz 0 1
Cl 1.842 -1.166 -0.060
O -1.391 -1.500 -0.475
C 1.110 0.451 -0.251
C -1.117 -0.615 0.294
C -0.183 0.543 -0.185
H -1.309 -0.530 1.292
H 1.706 1.404 -0.307
H -0.659 1.412 -0.308
*
```

SMILES ... O=C/C=C\Cl
HOMO-LUMO gap ... 10.8 eV
HOMO ... -10.0 eV
Relative energy (zero: lowest compared OMol25 entry of this formula, charge and spin) ... 0.9123 eV


No. 14
Formula: C3H3ClO2
Source: OMol25
Level of theory: the ωB97M-V functional and the def2-TZVPD basis

Structure (ORCA input):
```
! wB97M-V def2-TZVPD RIJCOSX def2/J DEFGRID3
* xyz 0 1
Cl 0.206 -0.254 2.159
O 2.858 -0.524 -0.628
O -1.289 1.103 -0.189
C 1.963 -0.433 0.087
C -0.874 -0.071 -0.670
C 0.988 0.058 0.825
H -1.996 1.047 0.511
H -1.556 -1.024 -0.565
H -0.299 0.099 -1.531
*
```

HOMO-LUMO gap (alpha / beta) ... 7.7 / 7.3 eV
HOMO (alpha / beta) ... -8.0 / -7.9 eV
Relative energy (zero: lowest compared OMol25 entry of this formula, charge and spin) ... 4.8015 eV


No. 15
Formula: C3H3ClO2
Source: OMol25
Level of theory: the ωB97M-V functional and the def2-TZVPD basis

Structure (ORCA input):
```
! wB97M-V def2-TZVPD RIJCOSX def2/J DEFGRID3
* xyz 0 3
Cl 2.148 1.154 -0.689
O 2.032 -0.223 1.509
O -0.537 -1.924 -0.819
C 1.593 -0.014 0.439
C -0.159 -0.886 -0.323
C -1.077 0.273 -0.080
H -1.749 0.378 -0.934
H -1.685 0.031 0.792
H -0.567 1.211 0.105
*
```

HOMO-LUMO gap (alpha / beta) ... 5.9 / 9.1 eV
HOMO (alpha / beta) ... -5.9 / -12.0 eV
⟨S²⟩ ... 2.0187
Relative energy (zero: lowest compared OMol25 entry of this formula, charge and spin) ... 2.2955 eV


No. 16
Formula: C3H3ClO2S
Source: OMol25
Level of theory: the ωB97M-V functional and the def2-TZVPD basis

Structure (ORCA input):
```
! wB97M-V def2-TZVPD RIJCOSX def2/J DEFGRID3
* xyz 0 1
Cl 4.968 -1.439 -0.027
S 5.198 1.247 1.106
O 1.167 -0.213 -0.386
O 1.798 1.112 -2.164
C 1.899 0.302 -1.284
C 4.600 0.190 0.070
C -0.339 0.001 -0.244
H -0.421 0.192 0.847
H -0.632 0.609 -1.076
H -0.768 -1.019 -0.389
*
```

HOMO-LUMO gap (alpha / beta) ... 8.0 / 7.1 eV
HOMO (alpha / beta) ... -8.5 / -8.2 eV
Relative energy (zero: lowest compared OMol25 entry of this formula, charge and spin) ... 4.1897 eV


No. 17
Formula: C3H3ClOS
Source: OMol25
Level of theory: the ωB97M-V functional and the def2-TZVPD basis

Structure (ORCA input):
```
! wB97M-V def2-TZVPD RIJCOSX def2/J DEFGRID3
* xyz 0 1
Cl -2.119 2.553 0.633
S 0.719 2.189 -0.011
O -1.638 -1.386 -0.115
C -0.582 -0.891 -0.090
C 0.829 -1.014 -0.166
C -0.772 1.644 0.255
H 1.107 -1.675 -0.989
H 1.273 -0.006 -0.300
H 1.182 -1.415 0.784
*
```

HOMO-LUMO gap ... 7.4 eV
HOMO ... -7.5 eV
Relative energy (zero: lowest compared OMol25 entry of this formula, charge and spin) ... 3.0358 eV


No. 18
Formula: C3H3CsLiO3
Source: OMol25
Level of theory: the ωB97M-V functional and the def2-TZVPD basis

Structure (ORCA input):
```
! wB97M-V def2-TZVPD RIJCOSX def2/J DEFGRID3
* xyz 2 2
Cs 0.646 -3.703 0.211
O -0.115 1.098 0.356
O -0.053 5.500 0.978
O -1.252 2.727 -0.717
C -0.254 4.776 -0.064
C -1.137 3.724 0.317
C -0.762 1.573 -0.556
Li 0.175 2.088 2.164
H -2.108 3.864 0.800
H 0.583 4.572 -0.746
H -0.711 4.601 1.658
*
```

HOMO-LUMO gap (alpha / beta) ... 8.6 / 8.5 eV
HOMO (alpha / beta) ... -16.1 / -16.2 eV
⟨S²⟩ ... 0.7536


No. 19
Formula: C3H3F2I
Source: OMol25
Level of theory: the ωB97M-V functional and the def2-TZVPD basis

Structure (ORCA input):
```
! wB97M-V def2-TZVPD RIJCOSX def2/J DEFGRID3
* xyz 0 1
I 2.221 -0.197 1.371
F -1.906 0.594 0.537
F -0.671 -1.097 1.259
C 0.031 -0.292 -0.971
C -0.711 -0.099 0.388
C 0.606 0.552 0.153
H 0.236 -1.346 -1.193
H 0.565 1.661 0.246
H -0.369 0.225 -1.790
*
```

SMILES ... FC1(F)C[C@@H]1I
HOMO-LUMO gap ... 9.9 eV
HOMO ... -9.7 eV
Relative energy (zero: lowest compared OMol25 entry of this formula, charge and spin) ... 0.8856 eV


No. 20
Formula: C3H3F2N
Source: OMol25
Level of theory: the ωB97M-V functional and the def2-TZVPD basis

Structure (ORCA input):
```
! wB97M-V def2-TZVPD RIJCOSX def2/J DEFGRID3
* xyz 0 3
F -1.381 -1.376 0.194
F 1.213 0.891 -0.033
N -3.198 1.277 -0.923
C 0.083 1.533 -0.273
C -2.622 0.601 -0.205
C -1.873 -0.243 0.630
H -0.305 2.127 0.663
H -0.220 1.828 -1.301
H -1.532 -0.110 1.585
*
```

HOMO-LUMO gap (alpha / beta) ... 9.0 / 11.4 eV
HOMO (alpha / beta) ... -8.2 / -12.8 eV
⟨S²⟩ ... 2.0154
Relative energy (zero: lowest compared OMol25 entry of this formula, charge and spin) ... 0.2431 eV